1.
58
Properties=species:S:1:pos:R:3:forces:R:3 method="wB97M-V/def2-TZVPD" total_energy_ha=-3809.10067 homo_ev="-14.04 / -14.04" spin_multiplicity=4 homo_lumo_gap_ev="6.201 / 6.503" s_squared=3.918 largest_force_ev_per_a=0.5 total_charge=+2
Mn -0.725614 -0.353456 -0.651736 0.3 0.0 -0.1
C -0.280232 3.451928 -4.204797 0.0 0.0 0.0
S -1.939533 3.133335 -3.574711 0.1 0.2 0.0
C -1.688365 1.908423 -2.403783 -0.2 -0.3 -0.3
S -0.080466 1.296897 -2.076000 -0.1 -0.1 0.0
N -2.774009 1.409771 -1.883014 0.3 -0.1 0.2
N -2.513587 0.346339 -1.080179 -0.2 0.1 -0.1
C -3.490205 -0.334354 -0.595400 0.0 -0.1 0.1
C -3.155447 -1.391940 0.356463 0.1 0.2 -0.1
C -4.088989 -2.211184 0.953150 -0.1 -0.1 0.1
C -3.645961 -3.160413 1.868771 -0.1 0.0 0.0
C -2.296223 -3.249716 2.158264 0.0 0.0 0.0
C -1.412998 -2.395024 1.515260 0.0 0.0 0.0
N -1.836207 -1.488313 0.639832 -0.2 -0.2 0.1
H -0.425954 4.195567 -4.986048 0.0 0.0 0.0
H 0.145307 2.554364 -4.647662 0.0 0.0 0.0
H 0.367404 3.868468 -3.437186 0.0 0.0 0.0
H -4.508375 -0.082285 -0.871246 0.0 0.0 0.0
H -5.137103 -2.108548 0.707419 0.0 0.0 0.0
H -4.353571 -3.821547 2.350586 0.0 0.0 0.0
H -1.920000 -3.971592 2.868689 0.0 0.0 0.0
H -0.346927 -2.435880 1.699074 0.0 0.0 0.0
O 1.669195 3.078887 4.718664 -0.1 0.0 0.0
C 0.403981 3.448150 4.228416 0.0 0.0 -0.1
C 0.088443 2.579021 3.044011 0.0 0.0 0.1
C -1.181495 2.567353 2.477112 0.0 0.0 0.0
C -1.434916 1.759694 1.390675 0.1 0.1 0.0
N -0.486031 0.982356 0.852876 0.1 -0.2 0.1
C 0.755879 0.997181 1.379327 0.0 -0.1 0.0
C 1.068068 1.772518 2.475464 0.0 0.0 0.0
C 1.726887 0.116640 0.697601 -0.1 0.0 0.0
C 3.084212 0.161563 0.906959 0.1 -0.1 0.0
C 3.911508 -0.705765 0.194363 0.1 0.0 0.0
C 5.400447 -0.672904 0.380920 -0.1 0.0 0.0
O 5.709067 0.313127 1.333869 0.0 0.0 0.0
C 3.326992 -1.595867 -0.700121 0.0 0.0 0.0
C 1.963162 -1.584242 -0.879818 -0.1 0.0 0.1
N 1.172611 -0.744928 -0.188023 0.0 0.2 -0.2
H 1.888818 3.609905 5.490668 0.0 0.0 0.0
H 0.384721 4.492718 3.893730 0.0 0.0 0.0
H -0.385962 3.329518 4.977107 0.0 0.0 0.0
H -1.979850 3.180336 2.874219 0.0 0.0 0.0
H -2.410581 1.740778 0.929083 0.0 0.0 0.0
H 2.058033 1.753111 2.904814 0.0 0.0 0.0
H 3.521605 0.862888 1.600633 0.0 0.0 0.0
H 5.861820 -0.471377 -0.592643 0.0 0.0 0.0
H 5.729133 -1.669590 0.697834 0.0 0.0 0.0
H 6.664052 0.394951 1.421905 0.0 0.0 0.0
H 3.926655 -2.287828 -1.276452 0.0 0.0 0.0
H 1.473939 -2.231690 -1.590364 0.0 0.0 0.0
C -1.153445 -3.384503 -3.841656 -0.1 -0.1 0.0
S -0.808489 -1.729176 -3.365938 0.0 0.0 0.1
O 0.551510 -1.427332 -3.704081 0.0 0.0 0.0
O -1.867020 -0.870052 -3.804506 0.1 0.0 0.0
O -0.888421 -1.832676 -1.777860 0.1 0.5 -0.1
H -0.762056 -3.478673 -4.852683 -0.1 0.0 0.0
H -2.228940 -3.538626 -3.827660 0.0 0.0 0.0
H -0.646475 -4.076307 -3.174188 0.1 0.0 0.0

=====

2.
50
Properties=species:S:1:pos:R:3:forces:R:3 method="wB97M-V/def2-TZVPD" total_energy_ha=-1224.49453 homo_ev=-3.20 homo_lumo_gap_ev=5.794 largest_force_ev_per_a=2.3 total_charge=-1
C -4.069376 1.076709 2.245384 0.4 -0.8 0.0
O -3.559016 -0.272326 2.304342 -0.5 0.6 0.3
C -2.222039 -0.513266 2.206241 1.1 -0.1 0.0
C -1.801007 -1.836691 2.485606 -0.8 0.8 -0.2
C -0.478860 -2.184790 2.319898 0.5 0.0 -0.1
C 0.460751 -1.270959 1.826384 0.7 -0.3 0.1
C 1.945139 -1.735360 1.683211 -0.3 0.6 1.2
C 2.961640 -0.708400 2.146794 -0.2 0.1 0.8
C 4.211245 -1.182948 2.568074 1.1 -0.3 0.9
N 5.240786 -1.580530 2.979348 -1.3 0.3 -0.7
C 2.673345 0.601454 2.534820 -0.1 1.5 0.2
N 2.498478 1.724773 2.844124 0.1 -1.5 -0.4
C 0.033076 0.026003 1.523855 0.3 0.0 0.3
C -1.264105 0.446160 1.816676 -0.7 -0.6 -0.2
H -5.117380 0.963272 2.527994 0.1 0.2 -0.1
H -3.554678 1.747671 2.946929 -0.1 -0.2 -0.1
H -3.999316 1.482217 1.226998 0.1 -0.1 0.2
H -2.547094 -2.558660 2.819112 0.2 0.2 -0.1
H -0.147556 -3.204508 2.554889 -0.2 0.4 0.0
H 2.068836 -2.589049 2.370391 -0.3 0.0 -0.3
H 0.718298 0.742814 1.062550 -0.2 -0.2 0.4
H -1.532664 1.498285 1.695847 0.0 -0.4 -0.2
C -1.811335 -1.016938 -1.732573 -0.3 0.0 0.0
C -0.387795 -0.529287 -1.708877 0.2 -0.3 0.2
O 0.342119 -1.548537 -0.987206 0.2 0.6 -0.3
C 1.611386 -1.190561 -0.656923 0.4 0.7 -0.4
C 2.265940 -2.252260 0.269793 0.4 0.9 -2.1
C 3.798849 -2.156353 -0.090321 0.8 0.2 0.2
O 4.363833 -1.091293 -0.208111 -0.6 -1.0 -0.1
C 4.615215 -3.445108 -0.301277 0.0 0.6 0.0
C 4.674240 -4.373355 0.906148 0.2 -0.2 0.1
C 3.320942 -4.967204 1.307702 -0.1 -0.5 0.1
C 2.294142 -4.921412 0.179962 -0.1 -0.2 0.1
C 1.601770 -3.580485 -0.097810 -0.3 -0.4 -0.3
O 2.098025 -0.146272 -1.030978 -0.7 -0.9 0.3
H -2.431807 -0.303605 -2.282341 0.0 -0.1 0.0
H -1.871809 -1.995690 -2.225306 0.0 0.2 0.1
H -2.202744 -1.110765 -0.709615 0.1 0.0 -0.3
H 0.045429 -0.440124 -2.715403 -0.1 0.1 0.3
H -0.289381 0.429431 -1.181874 0.0 -0.3 -0.2
H 4.213553 -3.945941 -1.192071 0.1 -0.1 0.2
H 5.640545 -3.126123 -0.526690 -0.3 0.1 -0.1
H 5.363302 -5.193570 0.654701 -0.1 0.1 0.0
H 5.125831 -3.848874 1.758958 -0.1 0.0 -0.3
H 3.479435 -6.026727 1.555319 -0.1 0.2 0.1
H 2.941748 -4.489237 2.219458 0.0 0.0 -0.2
H 2.774321 -5.248750 -0.752695 -0.1 -0.1 0.3
H 1.496866 -5.651782 0.377135 0.2 0.1 0.0
H 0.603732 -3.589991 0.367054 0.3 0.1 -0.2
H 1.433126 -3.562259 -1.185787 -0.2 0.0 0.4

=====

3.
52
Properties=species:S:1:pos:R:3:forces:R:3 method="wB97M-V/def2-TZVPD" total_energy_ha=-1677.43189 homo_ev=-9.07 smiles="CC[C@H](C)NS(=O)(=O)c1ccc(NC(=O)c2c(-c3ccccc3)noc2C)cc1" homo_lumo_gap_ev=9.409 largest_force_ev_per_a=1.3
C 7.412189 1.175744 -0.639414 -0.2 0.1 0.1
C 6.140165 1.751970 -0.026843 0.0 -0.1 -0.3
H 6.198167 2.842343 -0.026454 0.0 0.0 0.0
H 6.043810 1.411180 1.004073 0.0 0.1 0.0
C 4.873988 1.340824 -0.791198 -0.1 0.7 0.4
N 4.683477 -0.101216 -0.840296 0.0 -0.7 0.5
S 4.304413 -0.972954 0.536074 -0.1 -0.1 -0.4
O 4.876885 -2.272828 0.327880 -0.1 0.0 -0.2
O 4.621499 -0.270058 1.747979 -0.3 0.1 -0.2
C 2.529511 -1.107732 0.390747 0.5 0.1 0.3
C 1.696851 -0.565578 1.348828 0.2 -0.1 0.0
C 0.324354 -0.679868 1.220152 -0.2 0.0 0.1
C -0.209971 -1.351108 0.121228 0.4 0.1 0.2
C 0.645112 -1.902725 -0.837061 0.1 0.0 0.1
C 2.012873 -1.779699 -0.700786 -0.1 -0.1 -0.1
H 2.691044 -2.203780 -1.422990 0.0 -0.1 -0.2
H 0.229823 -2.428251 -1.685582 0.0 -0.1 -0.1
N -1.581906 -1.513155 -0.067574 0.0 -0.2 -0.3
C -2.618888 -1.012841 0.682543 0.0 -0.3 -0.2
O -2.490254 -0.308625 1.656430 0.0 0.1 0.1
C -3.933819 -1.457485 0.169414 -0.7 -0.6 -0.2
C -4.347805 -2.745663 -0.068335 0.4 0.8 0.2
O -5.642751 -2.733142 -0.411543 0.6 -0.7 0.1
N -6.100896 -1.460743 -0.411554 -0.5 1.2 -0.1
C -5.113935 -0.675351 -0.059823 0.2 -1.0 -0.1
C -5.275368 0.768265 0.021621 -0.2 0.5 0.0
C -6.532153 1.298288 0.308985 0.1 -0.1 0.0
C -6.706136 2.665944 0.390661 -0.1 0.1 0.0
C -5.632657 3.517474 0.182506 0.0 0.0 0.0
C -4.385185 2.996125 -0.116698 0.1 0.1 0.0
C -4.203292 1.628164 -0.199368 -0.1 -0.1 0.0
H -3.229908 1.231715 -0.446510 0.1 0.0 0.0
H -3.548800 3.657783 -0.286764 0.1 0.0 0.0
H -5.768699 4.586682 0.250676 0.0 0.1 0.0
H -7.680717 3.071165 0.619153 -0.1 0.0 0.0
H -7.356495 0.621299 0.468798 -0.1 0.0 0.0
C -3.651949 -4.053706 0.015691 -0.2 0.0 -0.1
H -3.368793 -4.400390 -0.978706 0.0 0.0 0.0
H -4.323393 -4.793928 0.445054 0.0 -0.1 0.0
H -2.761311 -3.969899 0.632551 0.0 0.0 0.0
H -1.835086 -2.050687 -0.885670 -0.1 0.2 0.2
H -0.334705 -0.257211 1.959815 0.0 0.0 0.0
H 2.135324 -0.060998 2.194849 0.0 0.1 0.1
H 5.417149 -0.582173 -1.336947 0.1 -0.3 0.0
C 3.633082 1.978646 -0.176832 0.1 0.1 -0.3
H 3.691621 3.060899 -0.259825 0.0 0.1 0.0
H 2.738493 1.632698 -0.689423 -0.1 0.0 0.0
H 3.566351 1.708717 0.872577 -0.1 0.1 0.1
H 4.965270 1.666529 -1.837295 0.0 -0.1 0.1
H 7.490712 1.443651 -1.692361 0.1 0.0 -0.1
H 7.427392 0.091192 -0.551122 0.1 -0.1 0.0
H 8.285332 1.564475 -0.121311 0.1 0.0 0.0

=====

4.
50
Properties=species:S:1:pos:R:3:forces:R:3 method="wB97M-V/def2-TZVPD" total_energy_ha=-1162.98673 homo_ev=-8.14 smiles="CC(C)(CN)c1nc(-c2ccncc2)c(-c2ccc3c(c2)CC[C@@H]3N=O)[nH]1" homo_lumo_gap_ev=7.743 largest_force_ev_per_a=3.9
O 4.904612 4.748422 -1.508054 -2.5 -0.8 2.9
N 3.878792 4.730529 -0.808851 1.3 1.2 -2.4
N -1.390824 -2.059116 -0.511091 0.6 0.5 -1.0
N 0.463169 -1.162570 -5.222351 -0.1 -1.5 0.0
C -1.565006 -1.778215 0.747059 0.0 0.7 -0.6
C -0.485026 -1.108165 -1.022386 -0.2 -0.6 0.3
C -0.062023 -0.257834 -0.019776 -1.7 -1.7 -0.4
C 0.163331 -2.313664 -4.543275 -0.2 1.4 -0.6
C 0.462075 -0.021077 -4.546765 -0.8 -1.2 1.0
C -0.152518 -2.291447 -3.206259 0.0 -0.1 0.9
C 0.154353 0.075512 -3.187333 0.0 -1.1 0.5
C 2.116364 0.679626 -0.714602 0.3 0.8 0.9
C 0.744752 1.907334 0.862862 0.2 -0.4 0.1
C 3.096651 1.695747 -0.630411 -0.2 -0.9 -0.3
C -0.137109 -1.104188 -2.448282 0.2 0.6 -1.5
C 0.931314 0.772335 0.043884 0.9 1.6 0.1
C 1.743494 2.870107 0.967155 -0.6 -1.1 -0.6
C 2.904852 2.787516 0.201120 -0.8 -0.9 0.0
N -0.820744 -0.673100 1.063115 0.2 0.2 1.2
N -4.402902 -2.588604 0.195900 -0.6 -0.5 0.2
C -3.158749 -1.520921 2.671453 -0.5 0.3 -1.2
C -1.555907 -3.433068 2.556521 0.8 -0.1 -0.5
C 1.684738 4.085398 1.790909 -0.7 1.2 -0.2
C 3.810639 3.944000 0.444026 1.5 -0.4 0.3
C -3.493654 -3.398364 1.006344 0.7 0.0 -1.6
C 3.085134 4.705292 1.563582 -0.8 1.0 0.3
C -2.463431 -2.534710 1.701116 0.3 0.9 1.5
H 0.047091 -3.276276 -5.075376 0.4 0.9 0.0
H 0.579514 0.870430 -5.106663 0.4 0.7 -0.5
H -0.423030 -3.222422 -2.723727 0.0 0.0 0.1
H 0.148239 1.048190 -2.723188 -0.1 0.1 0.1
H 2.272861 -0.223393 -1.283310 0.2 0.1 -0.2
H -0.171255 2.042843 1.451898 0.3 -0.2 -0.3
H 4.041571 1.588677 -1.171915 -0.4 0.0 0.0
H -0.786283 -0.236951 1.974642 0.1 -0.2 -0.1
H -3.843456 -1.993559 -0.420062 -0.4 -0.6 -0.1
H -5.011690 -3.246130 -0.325132 0.6 1.0 0.1
H -2.446794 -1.059747 3.329129 0.5 0.2 0.4
H -3.909262 -2.008745 3.285129 0.0 -0.2 0.1
H -3.677412 -0.694680 2.140149 0.3 -0.6 0.1
H -0.845060 -4.009803 1.926980 -0.5 0.2 0.3
H -0.960926 -2.844739 3.257074 0.1 0.1 -0.1
H -2.148181 -4.107318 3.151486 -0.3 -0.4 0.2
H 0.898362 4.758896 1.358554 0.5 -0.5 0.5
H 1.431606 3.918570 2.865015 0.3 0.1 -0.8
H 4.821705 3.615720 0.722753 -0.1 0.1 0.0
H -4.039148 -3.988312 1.737672 -0.1 0.1 0.2
H -2.942332 -4.093536 0.338279 -0.1 0.0 0.5
H 3.558307 4.642098 2.527099 0.9 0.0 0.1
H 2.949196 5.763412 1.317906 0.4 -0.1 0.0